Run i
{
  "formula": "C4H7N2",
  "method": "ωB97M-V/def2-TZVPD",
  "species": ["C", "C", "C", "C", "N", "N", "H", "H", "H", "H", "H", "H", "H"],
  "xyz": [[-1.59, -0.75, 0.60], [0.62, -0.30, -0.22], [0.80, -1.72, -0.05], [-1.10, 1.45, 0.05], [-0.69, 0.10, 0.25], [-0.16, -2.36, 0.42], [1.55, 0.10, 0.17], [0.92, 0.11, -1.16], [1.79, -2.25, -0.27], [-1.49, 1.76, 1.00], [-0.41, 2.18, -0.25], [-2.06, 1.40, -0.62], [-0.17, -3.33, 0.55]],
  "nbo_charge": [0.533, -0.339, 0.173, -0.447, -0.451, -0.426, 0.286, 0.285, 0.249, 0.242, 0.240, 0.245, 0.411],
  "multiplicity": 3,
  "orbital_gap_ev": [8.15, 8.12],
  "e_homo_ev": [-12.50, -16.08],
  "total_charge": 1,
  "s2": 2.031
}



Run ii
{
  "formula": "C4H7N2",
  "method": "ωB97M-V/def2-TZVPD",
  "species": ["C", "C", "C", "C", "N", "N", "H", "H", "H", "H", "H", "H", "H"],
  "xyz": [[-1.60, -0.70, -0.38], [-0.44, -1.34, 0.21], [0.22, 0.17, 0.52], [1.27, 0.38, -0.45], [-2.06, 0.44, -0.25], [-1.04, 1.10, 0.35], [-0.77, -1.95, 1.13], [0.11, -1.91, -0.44], [0.56, 0.40, 1.45], [1.71, 1.33, -0.23], [0.94, 0.23, -1.53], [2.10, -0.20, -0.14], [-1.00, 2.05, -0.25]],
  "nbo_charge": [0.542, -0.547, -0.035, -0.661, -0.244, -0.113, 0.315, 0.279, 0.243, 0.252, 0.239, 0.273, 0.456],
  "multiplicity": 3,
  "orbital_gap_ev": [10.31, 9.16],
  "e_homo_ev": [-14.52, -17.27],
  "total_charge": 1,
  "s2": 2.015
}



Stability ranking, top and bottom: run ii is the most stable and run i is the least stable.



Run i
{
  "formula": "C4H8O4",
  "method": "ωB97M-V/def2-TZVPD",
  "species": ["O", "C", "C", "O", "C", "O", "C", "O", "H", "H", "H", "H", "H", "H", "H", "H"],
  "xyz": [[1.59, -1.56, 0.08], [0.61, -0.98, 0.10], [-0.05, -0.81, -1.33], [-1.53, -0.77, -1.55], [0.08, -0.16, 1.25], [-1.13, -0.73, 1.60], [0.03, 1.50, 0.80], [1.48, 1.67, 0.72], [0.36, 0.07, -1.90], [0.47, -1.73, -1.92], [-1.90, -1.59, -1.75], [0.94, -0.11, 2.04], [-1.49, -0.79, 0.58], [-0.42, 1.44, -0.26], [-0.46, 2.09, 1.64], [1.41, 2.48, -0.12]],
  "nbo_charge": [-0.476, 0.546, -0.222, -0.751, -0.006, -0.690, -0.125, -0.715, 0.214, 0.208, 0.481, 0.204, 0.483, 0.178, 0.202, 0.467],
  "smiles": "O=C(CO)[C@H](O)CO",
  "orbital_gap_ev": 9.85,
  "e_homo_ev": -9.45
}



Run ii
{
  "formula": "C4H8O4",
  "method": "ωB97M-V/def2-TZVPD",
  "species": ["O", "C", "C", "C", "C", "O", "O", "H", "H", "H", "H", "H", "H", "O", "H", "H"],
  "xyz": [[-1.79, 0.34, -1.87], [-1.02, 1.04, -1.28], [0.41, 0.63, -1.05], [0.70, 0.33, 0.44], [-0.54, 0.10, 1.28], [-1.06, 0.87, 2.04], [-1.04, -1.11, 1.00], [-1.37, 1.99, -0.85], [0.59, -0.24, -1.68], [1.16, 1.35, -1.35], [1.32, 1.11, 0.87], [1.25, -0.61, 0.59], [-1.88, -1.23, 1.46], [3.28, -1.63, -0.43], [3.05, -0.74, -0.12], [3.76, -1.45, -1.24]],
  "nbo_charge": [-0.497, 0.424, -0.510, -0.513, 0.789, -0.581, -0.683, 0.124, 0.242, 0.229, 0.229, 0.246, 0.501, -0.928, 0.460, 0.470],
  "smiles": "O=CCCC(=O)O.O",
  "orbital_gap_ev": 10.58,
  "e_homo_ev": -10.15
}



Stability ranking, top and bottom: run ii is the most stable and run i is the least stable.